The following is a quantum chemistry calculation of C10H38NO13V as an isolated structure at a distorted geometry, from OMol25.

```
63
Properties=species:S:1:pos:R:3:forces:R:3:mulliken_spin:R:1
O 1.721069 3.879876 -0.875680 -1.291 2.881 -0.258 -0.02
V 1.888245 2.334783 -1.106872 1.079 -1.808 0.934 1.06
O 3.463843 2.047258 -0.981064 0.604 -0.707 -0.366 -0.02
N -2.489940 2.567614 -1.938046 -1.932 0.201 0.012 0.00
H -2.478254 3.574525 -1.859900 0.110 0.222 0.032 0.00
H -1.610589 2.159101 -1.655285 2.376 -0.718 0.308 0.00
H -2.879698 2.238863 -2.809893 0.424 -0.247 -0.612 0.00
H -3.107530 2.153768 -1.254371 -0.520 0.031 0.672 0.00
C 0.030553 0.439731 -0.969712 -0.276 -0.979 -1.354 0.00
O 1.209744 0.222284 -1.248017 3.199 -1.037 -0.134 -0.06
O -0.250605 1.638601 -0.785241 -1.800 4.255 0.912 -0.04
O -0.854035 -0.428295 -1.009672 -2.241 -2.118 0.161 0.02
O 2.828359 -1.609013 -2.261463 0.840 -0.717 -0.500 0.00
H 2.545519 -2.469203 -1.951117 -0.141 -0.234 -0.023 0.00
H 2.178197 -1.001132 -1.909311 -0.454 0.687 0.373 0.01
O -1.323968 1.798764 1.774137 0.043 0.489 0.950 0.00
H -1.295415 0.951025 2.217720 0.104 -0.120 0.187 0.00
H -1.123667 1.598093 0.859888 0.179 -0.050 -0.957 0.00
O -3.076385 -0.275834 0.714185 -1.039 0.229 0.142 0.00
H -2.389516 -0.437653 0.067456 0.700 -0.063 -0.418 0.00
H -2.625981 -0.316162 1.557834 -0.079 -0.201 0.040 0.00
O -1.083225 -2.797415 0.436971 -0.647 -0.904 0.263 0.00
H -0.277982 -2.747594 0.952077 0.366 0.306 0.097 0.00
H -1.067829 -2.011402 -0.109084 0.341 0.401 -0.263 0.00
O -0.056891 -2.353874 -3.068810 -0.203 -0.595 -0.499 0.00
H -0.436731 -1.797546 -2.388771 -0.003 0.362 0.527 0.00
H 0.645793 -1.825068 -3.446724 0.358 0.135 -0.004 0.00
C 3.697203 -1.255446 1.726052 -0.180 -0.454 0.139 0.00
C 2.505875 -2.183422 1.743855 -1.125 0.353 1.484 0.00
C 2.245119 -2.704284 3.183887 -0.052 0.161 -0.449 0.00
O 1.312290 -1.429368 1.385272 0.253 -0.681 0.812 0.00
H 3.700014 -0.795434 0.737882 0.671 0.341 0.167 0.00
H 4.616507 -1.763821 2.016771 0.189 -0.282 -0.673 0.00
H 3.594055 -0.546526 2.547574 -0.398 0.446 -0.345 0.00
H 2.546450 -3.049006 1.082640 0.478 0.038 -0.223 0.00
H 2.060436 -1.889349 3.883806 -0.203 0.289 -0.244 0.00
H 3.104254 -3.218524 3.614650 0.116 -0.267 -0.351 0.00
H 1.378876 -3.365759 3.196670 0.019 -0.066 0.058 0.00
H 1.410733 -1.038912 0.513796 0.329 0.213 -0.471 0.00
C 3.784247 2.488995 2.223845 -0.551 -0.542 -0.200 0.00
C 2.305244 2.291364 2.614357 2.053 1.516 1.182 -0.01
C 1.863013 3.444000 3.497722 -0.898 0.528 1.173 0.00
O 1.591685 2.198843 1.460526 -0.926 -0.405 -2.012 0.04
H 3.928169 3.346946 1.567098 -0.330 0.011 -0.043 0.00
H 4.042733 1.603928 1.642520 0.493 0.134 0.049 0.00
H 4.422052 2.631202 3.096244 -0.017 -0.286 0.106 0.00
H 2.204225 1.380813 3.204942 0.046 -0.323 0.180 0.00
H 0.807053 3.369111 3.757443 -0.293 -0.282 -0.046 0.00
H 1.953981 4.484780 3.186927 0.404 -0.211 -0.937 0.00
H 2.368492 3.442203 4.463423 0.270 -0.378 0.096 0.00
H 0.648374 2.144051 1.630129 -0.429 0.074 0.253 -0.01
C -5.271195 -0.715468 -3.403954 0.001 -0.574 1.182 0.00
C -4.072120 -1.193416 -2.565464 0.022 0.234 -0.454 0.00
C -3.673342 -2.612045 -2.857648 0.086 0.420 -1.045 0.00
O -2.978028 -0.303158 -2.785397 -0.972 1.019 -0.717 0.00
H -5.561204 0.277988 -3.061842 0.169 0.293 -0.545 0.00
H -6.109187 -1.335288 -3.085059 -0.159 -0.186 -0.101 0.00
H -5.182700 -0.847854 -4.482259 0.326 0.379 0.055 0.00
H -4.378547 -1.198953 -1.519440 -0.021 0.466 0.262 0.00
H -2.845675 -2.856698 -2.191911 -0.423 -0.754 0.143 0.00
H -3.298196 -2.694907 -3.877697 0.236 0.158 -0.113 0.00
H -4.592550 -3.197630 -2.873851 0.318 -0.586 0.767 0.00
H -2.211418 -0.443051 -2.224740 0.401 -0.495 0.643 0.00
```
Forces are in eV/Å.

Results
orbital gap (spin up / spin down)	5.43 / 7.08	eV
net charge	-1
largest force on an atom	4.71	eV/A
multiplicity	2
⟨S²⟩	0.76

---

The following is a quantum chemistry calculation of C34H45MnN4O3SSe as an isolated structure, from OMol25.

```
89
Properties=species:S:1:pos:R:3:forces:R:3:mulliken_spin:R:1
Mn -0.256543 0.213967 0.190215 0.231 -0.404 -0.581 4.65
O 1.252499 -0.213597 -1.391111 0.019 -0.149 0.099 0.06
C 1.980198 -1.472416 -1.220107 0.115 -0.024 -0.163 0.05
C 1.345548 -2.208549 -0.008205 -0.296 0.283 0.151 0.01
O 1.736161 -3.320081 0.268819 -0.033 0.000 -0.002 0.02
O 0.412768 -1.553454 0.614701 0.272 -0.575 0.032 0.08
C 1.807559 -2.258435 -2.526494 0.038 -0.003 -0.001 -0.02
C 1.155242 -3.483611 -2.609722 0.181 0.028 -0.033 0.00
C 0.983088 -4.102882 -3.845509 0.182 0.019 0.005 0.00
C 1.447409 -3.507331 -5.008473 -0.012 0.002 0.013 0.00
C 2.115932 -2.290885 -4.932761 0.015 0.024 0.056 0.00
C 2.302677 -1.681829 -3.700367 0.037 -0.009 -0.002 0.00
C 3.456346 -1.164313 -0.950957 0.029 0.002 -0.011 -0.01
C 4.337935 -2.184929 -0.591211 -0.038 0.035 -0.049 0.00
C 5.678354 -1.903688 -0.370076 -0.023 -0.062 -0.015 0.00
C 6.163760 -0.609429 -0.510045 -0.043 0.049 0.013 0.00
C 5.298293 0.403798 -0.892952 -0.028 -0.080 -0.011 0.00
C 3.952629 0.124959 -1.113462 0.018 0.065 0.004 0.01
H 1.313756 0.024795 -2.322748 -0.151 0.075 -0.041 0.00
H 0.812640 -3.973521 -1.707470 0.063 0.042 -0.062 0.00
H 0.496915 -5.072043 -3.892664 0.043 0.055 -0.012 0.00
H 1.305052 -3.993294 -5.966629 0.037 0.016 0.063 0.00
H 2.517925 -1.831663 -5.828616 -0.048 -0.019 0.060 0.00
H 2.880475 -0.760917 -3.648743 -0.036 -0.055 0.003 0.00
H 3.966800 -3.194870 -0.478435 0.009 0.038 0.014 0.00
H 6.351132 -2.707909 -0.092359 -0.066 0.076 0.006 0.00
H 7.208255 -0.393460 -0.318965 -0.052 -0.023 -0.052 0.00
H 5.668591 1.413566 -1.028273 -0.025 -0.032 0.027 0.00
H 3.289101 0.926964 -1.414791 0.074 -0.084 0.061 -0.01
C 3.754492 4.033683 2.022784 -0.026 0.073 -0.025 0.00
C 3.092015 5.049038 1.090484 0.067 -0.131 0.040 0.00
C 3.144737 4.639401 -0.380042 -0.022 -0.030 0.052 0.00
C 2.239911 3.461860 -0.734503 -0.090 0.236 0.049 -0.01
N 0.821636 3.778149 -0.519997 0.225 -0.040 -0.254 0.03
C 0.005385 3.265780 0.417895 -0.056 0.259 0.035 -0.02
Se 0.476586 1.971720 1.700419 0.122 0.608 0.353 0.05
N -1.204783 3.839067 0.281669 -0.337 -0.141 0.071 -0.02
C -2.385483 3.576789 1.123989 0.137 0.258 0.037 0.00
C -2.273919 4.171363 2.527422 0.004 0.137 -0.070 0.00
C -1.928391 5.661756 2.573944 -0.117 -0.021 -0.084 0.00
C -3.052350 6.575588 2.083915 0.054 -0.064 0.038 0.00
C -1.183103 4.709421 -0.808052 -0.103 -0.048 0.216 0.01
C -2.175063 5.479367 -1.402467 -0.125 0.039 0.008 0.00
C -1.814330 6.215697 -2.513919 0.032 0.019 -0.038 0.00
C -0.508254 6.180481 -3.025454 -0.011 -0.016 0.019 0.00
C 0.473857 5.407327 -2.435353 0.061 0.038 -0.061 0.00
C 0.105776 4.677521 -1.311217 0.226 -0.163 0.010 0.00
H 3.804772 4.419813 3.042008 -0.010 -0.029 -0.038 0.00
H 4.775974 3.819896 1.697086 -0.034 0.025 0.022 0.00
H 3.207171 3.090707 2.058389 0.027 0.007 -0.024 0.00
H 3.596403 6.011369 1.191424 -0.028 0.015 0.005 0.00
H 2.050512 5.215110 1.390672 0.046 0.023 0.011 0.00
H 4.166202 4.343673 -0.636812 -0.012 0.036 -0.031 0.00
H 2.892473 5.492043 -1.014266 0.016 -0.007 0.009 0.00
H 2.478375 2.587087 -0.137527 -0.062 -0.067 0.089 0.00
H 2.355983 3.200401 -1.787318 -0.024 -0.038 -0.040 0.00
H -2.525350 2.502801 1.179050 -0.006 -0.208 -0.007 0.01
H -3.240376 3.991527 0.594243 0.024 0.015 -0.066 0.00
H -1.533598 3.602783 3.087568 0.036 -0.023 0.030 0.00
H -3.239935 4.006291 3.015489 0.053 -0.028 0.004 0.00
H -1.017637 5.846190 1.992761 -0.006 0.016 0.047 0.00
H -1.685860 5.918145 3.606504 0.014 -0.008 -0.008 0.00
H -3.244701 6.454479 1.016315 -0.014 -0.004 0.034 0.00
H -2.803394 7.624919 2.247459 -0.002 -0.043 -0.016 0.00
H -3.982133 6.366336 2.619285 0.040 0.020 -0.022 0.00
H -3.189981 5.502284 -1.025673 0.084 -0.006 -0.040 0.00
H -2.559810 6.829023 -3.004613 0.052 -0.032 0.019 0.00
H -0.266069 6.765207 -3.903866 -0.020 -0.022 0.049 0.00
H 1.479613 5.370718 -2.835443 -0.079 0.015 0.017 0.00
C -4.518048 -1.774347 1.565433 -0.043 -0.030 -0.027 0.00
C -3.014971 -1.931557 1.419056 -0.147 -0.211 -0.140 0.01
N -2.631650 -2.416127 0.088637 -0.182 0.181 0.207 0.00
C -2.324104 -1.675495 -0.962856 0.172 -0.012 0.184 0.02
S -2.364735 0.068430 -0.937593 -0.318 -0.087 -0.095 0.05
N -1.946281 -2.285796 -2.079909 -0.112 -0.161 -0.185 0.00
C -1.948805 -3.733480 -2.305806 -0.303 0.069 -0.069 0.00
C -3.332362 -4.286703 -2.631886 0.002 0.072 0.061 0.00
H -4.762930 -1.459967 2.581371 0.013 -0.003 -0.055 0.00
H -5.027504 -2.720251 1.373158 -0.009 0.037 0.011 0.00
H -4.896109 -1.026164 0.867125 0.004 -0.023 0.027 0.00
H -2.622486 -2.646969 2.137487 0.053 -0.052 0.013 0.00
H -2.518172 -0.990253 1.596105 0.186 0.256 0.034 0.01
H -2.583281 -3.415963 -0.019871 0.018 -0.040 0.020 0.00
H -1.788637 -1.678455 -2.865869 0.093 0.028 -0.060 0.00
H -1.517130 -4.226766 -1.432933 0.070 -0.012 0.001 0.00
H -1.259919 -3.915249 -3.125294 -0.157 0.029 0.063 0.00
H -4.045223 -4.097633 -1.826403 0.006 -0.021 -0.041 0.00
H -3.275140 -5.364212 -2.790612 0.002 0.036 0.014 0.00
H -3.722651 -3.828091 -3.541060 0.004 -0.015 0.027 0.00
```
Forces are in eV/Å.

Results
orbital gap (spin up / spin down)	8.93 / 8.64	eV
net charge	+1
energy relative to the best compared isomer or geometry (same formula, charge and spin)	0.00	kJ/mol
largest force on an atom	0.74	eV/A
multiplicity	6
⟨S²⟩	8.76

---

Which value of multiplicity does entry 1 give?
2